Molecular formula: C4H12NO2P
Method: DFT, ωB97M-V/def2-TZVPD

Geometry (Å):
C -1.0873 2.6035 -0.2477
C -0.0901 1.0861 -1.8849
C 2.0464 -0.5867 1.1055
C -0.7823 -2.4923 0.1976
N -0.8635 1.2067 -0.7262
O 1.0074 -1.0584 1.8893
O -1.0966 -1.3360 -0.5088
P -1.4163 -0.0064 0.3553
H -0.1516 3.1167 -0.2967
H -1.8467 3.0566 -0.9842
H -1.5041 2.3623 0.7127
H -0.3124 1.7065 -2.7184
H 0.9344 1.3853 -1.5478
H -0.0632 0.0448 -2.1170
H 3.0093 -0.8446 1.5583
H 2.0342 0.5380 0.9509
H 2.0103 -0.8569 0.0356
H -0.4453 -3.1839 -0.5568
H -1.5608 -3.0383 0.6603
H 0.1202 -2.2561 0.8028

Atomic forces in eV per Å
C -1.8 -1.9 -2.2
C 2.8 -0.7 0.8
C -0.8 1.4 -0.1
C 2.7 -1.8 -0.4
N -2.2 -0.4 2.5
O -0.6 0.8 -0.9
O -1.4 2.8 -0.1
P 2.3 0.3 -1.7
H 0.5 0.5 0.5
H 1.1 -0.3 1.4
H -0.2 1.4 0.8
H -0.9 0.5 -0.6
H -0.3 -0.3 -0.7
H 0.2 -0.6 -0.7
H 0.2 -0.1 -0.3
H 0.1 -0.4 0.7
H 0.2 -0.9 0.0
H 0.2 -0.3 -0.5
H -1.2 0.2 1.0
H -0.8 -0.2 0.5

Results
- Total energy: -19212.5497 eV
- Orbital gap (alpha / beta): 0.2473 / 0.2130 Ha
- HOMO (alpha / beta): -7.544 / -6.881 eV
- LUMO level (alpha / beta): -0.8 / -1.1 eV
- Energy relative to the best compared isomer or geometry (same formula, charge and spin): 120.1 kcal per mole

=====

Molecular formula: C47H34N5ORuTe
Method: DFT, ωB97M-V/def2-TZVPD

Geometry (Å):
Ru -0.0818 -0.2039 -0.1047
C -4.3475 -0.2494 6.3885
C -3.2233 -1.0424 6.1854
C -2.5314 -0.9835 4.9861
C -2.9364 -0.1344 3.9503
C -4.0812 0.6379 4.1653
C -4.7714 0.5918 5.3695
C -2.1849 -0.0893 2.6735
C -2.1290 -1.3256 1.9250
C -2.8825 -2.4962 2.2014
C -2.7349 -3.3381 1.1133
C -1.9180 -2.6505 0.1894
C -1.8084 -2.9179 -1.1985
C -2.3095 -4.2337 -1.6845
C -1.4121 -5.2027 -2.1301
C -1.8609 -6.4279 -2.6021
C -3.2211 -6.7088 -2.6308
C -4.1234 -5.7541 -2.1816
C -3.6704 -4.5287 -1.7122
C -1.3602 -2.0287 -2.1403
N -0.7741 -0.7728 -1.9068
C -0.3700 -0.2921 -3.1109
C 0.4159 0.8339 -3.3317
C 0.6456 1.2508 -4.7458
C 1.5679 0.5862 -5.5555
C 1.7772 0.9659 -6.8746
C 1.0704 2.0319 -7.4146
C 0.1521 2.7090 -6.6231
C -0.0580 2.3174 -5.3080
C 1.0202 1.6008 -2.3073
C 1.7102 2.8584 -2.5838
C 2.0975 3.3610 -1.4099
C 1.7061 2.4185 -0.3278
N 1.0431 1.3182 -1.0112
C 0.8514 3.0716 0.7123
C -0.2550 2.5587 1.3079
C -0.8795 3.2212 2.4625
C -1.6934 2.3370 3.0442
C -1.6523 1.1022 2.2485
N -0.8815 1.3247 1.1337
C 1.2315 4.4695 1.0931
C 0.6194 5.5516 0.4607
C 0.9259 6.8599 0.8113
C 1.8622 7.1095 1.8058
C 2.4838 6.0417 2.4394
C 2.1738 4.7353 2.0849
C -0.8366 -1.1802 -4.1611
C -1.4065 -2.2473 -3.5605
N -1.5042 -1.4591 0.7351
H -4.8876 -0.2917 7.3273
H -2.8786 -1.7042 6.9722
H -1.6515 -1.5962 4.8313
H -4.4263 1.2785 3.3627
H -5.6534 1.2077 5.5067
H -3.4936 -2.6639 3.0743
H -3.2075 -4.2948 0.9558
H -0.3536 -4.9724 -2.1043
H -1.1477 -7.1669 -2.9482
H -3.5746 -7.6647 -2.9992
H -5.1871 -5.9620 -2.2007
H -4.3703 -3.7814 -1.3606
H 2.1255 -0.2384 -5.1276
H 2.5010 0.4329 -7.4808
H 1.2354 2.3340 -8.4424
H -0.4057 3.5434 -7.0331
H -0.7770 2.8413 -4.6892
H 1.8854 3.2692 -3.5657
H 2.6218 4.2830 -1.2182
H -0.6390 4.2144 2.8083
H -2.2437 2.4676 3.9622
H -0.1087 5.3490 -0.3161
H 0.4329 7.6839 0.3076
H 2.1066 8.1288 2.0835
H 3.2194 6.2257 3.2142
H 2.6666 3.8997 2.5630
H -0.7096 -1.0102 -5.2186
H -1.8414 -3.1113 -4.0396
N 3.0407 -0.9565 2.7004
C 2.1670 -0.9007 1.6504
O 1.1258 -0.2566 1.7480
C 2.4945 -1.6200 0.3868
C 1.2277 -1.8076 -0.4421
H 2.9371 -0.1593 3.3141
H 3.9985 -1.1001 2.4170
H 3.0398 -2.5457 0.6128
H 3.1894 -0.9415 -0.1232
H 0.7290 -2.7444 -0.1687
H 1.4953 -1.8673 -1.5013
Te 3.7949 1.9461 0.4499

Atomic forces in eV per Å
Ru 0.0 0.1 0.0
C 0.0 0.0 0.0
C 0.0 0.0 0.0
C 0.0 0.0 0.0
C 0.0 0.0 0.0
C 0.0 0.0 0.0
C 0.0 0.0 0.0
C 0.0 0.0 0.0
C 0.0 0.0 0.0
C 0.0 0.0 0.0
C 0.0 0.0 0.0
C -0.1 0.0 0.0
C 0.0 0.1 0.1
C 0.0 -0.1 0.0
C 0.0 0.0 0.0
C 0.0 0.0 0.0
C 0.0 0.0 0.0
C 0.0 0.0 0.0
C 0.0 0.0 0.0
C 0.0 0.0 0.1
N 0.0 0.0 -0.1
C 0.0 0.0 0.0
C 0.0 0.0 0.0
C 0.0 0.0 0.0
C 0.0 0.0 0.0
C 0.0 0.0 0.0
C 0.0 0.0 0.0
C 0.0 0.0 0.0
C 0.0 0.0 0.0
C 0.0 0.0 0.0
C 0.0 0.0 0.0
C 0.0 0.0 0.0
C 0.0 0.1 0.0
N 0.0 0.0 -0.1
C 0.0 0.0 0.0
C 0.0 0.0 0.0
C 0.0 0.0 0.0
C 0.0 0.0 0.0
C 0.0 0.0 0.0
N 0.1 0.0 0.0
C 0.0 0.0 0.0
C 0.0 0.0 0.0
C 0.0 0.0 0.0
C 0.0 0.0 0.0
C 0.0 0.0 0.0
C 0.0 0.0 0.0
C 0.0 0.0 0.0
C 0.0 0.0 -0.1
N 0.0 -0.1 0.0
H 0.0 0.0 0.0
H 0.0 0.0 0.0
H 0.0 0.0 0.0
H 0.0 0.0 0.0
H 0.0 0.0 0.0
H 0.0 0.0 0.0
H 0.0 0.0 0.0
H 0.0 0.0 0.0
H 0.0 0.0 0.0
H 0.0 0.0 0.0
H 0.0 0.0 0.0
H 0.0 0.0 0.0
H 0.0 0.0 0.0
H 0.0 0.0 0.0
H 0.0 0.0 0.0
H 0.0 0.0 0.0
H 0.0 0.0 0.0
H 0.0 0.0 0.0
H 0.0 0.0 0.0
H 0.0 0.0 0.0
H 0.0 0.0 0.0
H 0.0 0.0 0.0
H 0.0 0.0 0.0
H 0.0 0.0 0.0
H 0.0 0.0 0.0
H 0.0 0.0 0.0
H 0.0 0.0 0.0
H 0.0 0.0 0.0
N 0.0 0.0 0.0
C 0.0 0.0 0.0
O 0.0 0.0 0.0
C 0.0 0.0 0.0
C 0.0 0.0 0.0
H 0.0 0.0 0.0
H 0.0 0.0 0.0
H 0.0 0.0 0.0
H 0.0 0.0 0.0
H 0.0 0.0 0.0
H 0.0 0.0 0.0
Te 0.0 0.0 0.0

Results
- Total energy: -68666.1635 eV
- Orbital gap (alpha / beta): 0.1608 / 0.1592 Ha
- HOMO (alpha / beta): -0.213 / -0.139 eV
- LUMO level (alpha / beta): 4.2 / 4.2 eV
- <S²>: 0.77
- Energy relative to the best compared isomer or geometry (same formula, charge and spin): 0.0 kcal per mole
- Total charge: -2
- 2S+1: 2

=====

Molecular formula: C35H27Cl5N6O3PtS
Method: DFT, ωB97M-V/def2-TZVPD

Geometry (Å):
Pt 1.6015 -0.2294 1.0286
O 4.4504 0.9208 1.9834
C 3.9974 0.9271 3.3164
C 2.6534 1.5976 3.3699
C 2.4109 2.5207 4.3738
C 1.2126 3.2067 4.4252
C 0.2765 2.9701 3.4321
C 0.5601 2.0233 2.4754
N 1.7127 1.3189 2.4480
H 4.9564 0.1161 1.8256
H 4.6802 1.4979 3.9489
H 3.9152 -0.0806 3.7385
H 3.1899 2.7091 5.1005
H 1.0214 3.9244 5.2124
H -0.6667 3.4965 3.3995
H -0.1544 1.8009 1.6976
C -10.1382 -3.1712 -3.7694
O -8.9076 -3.8728 -3.5051
C -7.7578 -3.2318 -3.5948
C -6.6103 -3.9851 -3.2413
C -5.3821 -3.4081 -3.2367
C -5.2490 -2.0277 -3.5795
C -6.3930 -1.3034 -4.0226
C -7.6215 -1.8941 -4.0288
N -4.0891 -1.3870 -3.5186
N -2.9633 -1.8204 -3.0465
C -1.9916 -1.1047 -2.5438
C -1.9522 0.3187 -2.6483
C -1.0065 1.0468 -1.9735
C -0.0475 0.4340 -1.1473
O 0.8262 1.1032 -0.4517
C -0.0182 -1.0128 -1.1176
N 0.9408 -1.5890 -0.3395
C 1.1095 -2.9022 -0.3581
C 0.3275 -3.7277 -1.1643
C -0.6942 -3.1726 -1.8981
C -0.8977 -1.7874 -1.8646
H -10.9279 -3.8493 -3.4702
H -10.2237 -2.9500 -4.8324
H -10.1900 -2.2570 -3.1810
H -6.7457 -5.0242 -2.9722
H -4.4961 -3.9724 -2.9822
H -6.2676 -0.2841 -4.3613
H -8.4782 -1.3402 -4.3798
H -2.7013 0.8076 -3.2549
H -0.9836 2.1261 -2.0569
H 1.8878 -3.2988 0.2809
H 0.5292 -4.7888 -1.1933
H -1.3273 -3.7939 -2.5186
Cl -0.9353 -1.0297 2.4235
C 0.4684 -1.8569 3.0807
C 1.7065 -1.6246 2.4813
C 2.7700 -2.3959 2.9261
Cl 4.2806 -2.3559 2.0677
C 2.6387 -3.2818 3.9992
Cl 3.9819 -4.1890 4.5440
C 1.4014 -3.4355 4.6234
Cl 1.2307 -4.4926 5.9551
C 0.2927 -2.7422 4.1361
Cl -1.2547 -2.9878 4.8252
N 5.5159 1.5407 -0.8036
C 4.2092 1.3497 -0.6664
S 3.6232 -0.2811 -0.6536
N 3.3832 2.3791 -0.5572
C 3.7407 3.7579 -0.3991
C 4.5930 4.3948 -1.2898
C 4.9033 5.7349 -1.0947
C 4.3496 6.4356 -0.0342
C 3.4700 5.7977 0.8313
C 3.1666 4.4576 0.6534
H 6.1272 0.7422 -0.7947
H 5.9179 2.4632 -0.7353
H 2.4012 2.1414 -0.4644
H 4.9724 3.8716 -2.1591
H 5.5652 6.2344 -1.7893
H 4.5922 7.4796 0.1108
H 3.0221 6.3455 1.6501
H 2.4893 3.9470 1.3299

Atomic forces in eV per Å
Pt 0.1 0.1 -0.4
O 0.2 0.1 0.2
C -0.1 -0.1 0.0
C 0.0 -0.1 0.0
C 0.0 0.1 0.0
C 0.0 0.0 0.0
C 0.0 0.0 0.0
C 0.0 -0.1 0.0
N 0.0 0.0 -0.1
H -0.1 -0.1 0.0
H 0.0 0.0 0.1
H 0.0 0.0 -0.1
H 0.0 0.0 0.0
H 0.0 0.0 0.0
H 0.0 0.0 0.0
H 0.0 0.0 0.0
C 0.1 -0.1 0.0
O -0.1 0.1 0.0
C -0.1 0.0 -0.1
C 0.0 0.0 0.0
C 0.1 0.0 0.0
C 0.0 0.1 -0.1
C 0.0 0.0 0.0
C 0.0 0.0 0.0
N 0.2 0.0 0.0
N -0.2 -0.3 0.0
C 0.2 0.2 -0.2
C 0.1 0.0 0.1
C 0.0 0.1 -0.1
C 0.3 0.0 0.1
O -0.4 -0.1 0.0
C 0.2 0.2 0.1
N -0.4 -0.1 0.2
C 0.1 0.0 0.0
C 0.0 0.0 -0.1
C -0.1 0.0 0.0
C -0.2 -0.1 -0.1
H 0.0 0.0 0.0
H 0.0 0.0 0.0
H 0.0 0.0 0.0
H 0.0 0.0 0.0
H 0.0 0.0 0.1
H 0.0 0.0 0.1
H 0.0 0.0 0.0
H 0.0 0.0 0.0
H 0.0 0.0 0.0
H 0.0 0.0 0.0
H 0.0 0.0 0.0
H 0.0 0.0 0.0
Cl 0.2 -0.1 0.2
C 0.0 0.1 0.0
C 0.0 0.1 0.0
C 0.1 -0.1 -0.1
Cl -0.1 0.1 0.1
C 0.0 0.0 0.0
Cl 0.0 0.0 0.0
C 0.0 0.0 0.0
Cl 0.0 0.0 0.0
C 0.0 0.0 0.0
Cl 0.0 0.0 0.0
N 0.0 -0.1 0.0
C 0.0 0.1 0.0
S 0.0 0.1 0.0
N -0.1 0.0 0.0
C 0.0 -0.1 0.0
C 0.0 0.0 -0.1
C 0.0 0.0 0.0
C 0.0 0.0 0.0
C 0.0 0.0 0.0
C 0.0 0.0 0.1
H 0.0 0.0 0.0
H 0.0 0.0 0.0
H 0.0 0.0 -0.1
H 0.0 0.0 0.0
H 0.0 0.0 0.0
H 0.0 0.0 0.0
H 0.0 0.0 0.0
H 0.0 0.0 0.0

Results
- Total energy: -128494.8455 eV
- Orbital gap (alpha / beta): 0.2285 / 0.2068 Ha
- HOMO (alpha / beta): -11.697 / -13.279 eV
- LUMO level (alpha / beta): -5.5 / -7.7 eV
- <S²>: 6.06
- Total charge: +2
- 2S+1: 5